No. 1
# C35H34ClNOScSi2

C35H34ClNOScSi2 as an isolated structure (ωB97M-V/def2-TZVPD, the Open Molecules 2025 dataset).

The charge is +1. Its gap between HOMO and LUMO (spin up / spin down) is 6.4 / 5.0 eV. The LUMO energy (spin up / spin down) comes out at -3.3 / -3.3 eV.

```
75
Properties=species:S:1:pos:R:3:forces:R:3:mulliken_charge:R:1
C 1.041 -0.811 1.496 0.6 -0.5 -0.3 -0.36
C 1.113 -1.951 0.619 0.6 0.7 0.5 -0.83
C 1.851 -1.563 -0.534 0.6 0.1 0.4 -0.02
H 0.753 -2.953 0.815 -0.1 0.2 0.1 0.51
C 2.244 -0.203 -0.383 0.2 -0.3 0.5 -0.33
C 1.716 0.282 0.858 0.6 -1.1 -0.2 -0.96
H 1.875 1.276 1.251 -0.1 -0.1 0.0 0.80
H 0.589 -0.810 2.483 0.0 0.1 -0.3 0.54
H 2.188 -2.230 -1.332 -0.4 0.4 0.2 0.52
H 2.888 0.334 -1.081 -0.5 -0.1 0.2 0.49
Sc -0.150 -0.262 -0.425 -1.0 0.7 -1.7 0.19
Si 1.114 -2.976 -6.395 -0.9 0.0 -2.1 0.74
C -0.474 -3.463 -7.376 0.2 -0.3 0.5 0.33
C -1.098 -2.650 -8.347 -0.2 -0.4 0.0 -0.09
H -0.676 -1.682 -8.624 0.0 -0.2 0.1 0.40
C -2.258 -3.086 -9.007 0.2 -0.3 0.2 -0.62
H -2.724 -2.463 -9.777 0.2 -0.2 0.3 0.39
C -2.804 -4.345 -8.714 0.3 0.2 0.4 -0.44
H -3.703 -4.691 -9.225 0.3 0.1 0.1 0.39
C -2.200 -5.150 -7.735 -0.2 -0.1 -0.3 -0.58
H -2.616 -6.143 -7.516 0.2 0.5 -0.1 0.39
C -1.053 -4.711 -7.075 -0.1 0.2 -0.2 -0.59
H -0.567 -5.355 -6.337 -0.2 0.1 -0.2 0.31
C 2.137 -2.161 -7.792 0.0 0.0 -0.2 0.32
C 2.383 -2.968 -8.924 0.1 -0.1 0.0 -0.41
H 2.030 -4.010 -8.949 0.3 0.4 0.1 0.31
C 3.010 -2.453 -10.059 -0.1 0.4 -0.1 -0.74
H 3.200 -3.090 -10.931 -0.1 0.2 0.4 0.38
C 3.346 -1.093 -10.109 0.1 -0.2 0.2 -0.39
H 3.811 -0.673 -11.004 -0.1 -0.2 0.3 0.36
C 3.080 -0.269 -9.011 0.0 0.1 -0.5 -0.78
H 3.319 0.804 -9.062 -0.1 -0.6 0.0 0.38
C 2.465 -0.794 -7.881 -0.3 -0.2 0.5 0.39
H 2.168 -0.111 -7.068 0.5 -0.5 -0.5 0.18
H 1.710 -4.222 -5.786 -0.1 0.3 -0.2 -0.33
Si -0.478 0.072 -5.466 1.3 -2.5 1.1 -0.20
C 1.350 -0.157 -4.822 0.1 0.8 0.2 0.68
C 1.995 -1.325 -4.329 -0.2 0.1 0.8 -0.06
H 1.454 -2.280 -4.141 0.4 0.9 -0.4 0.21
C 3.300 -1.276 -3.814 -0.1 0.2 -0.4 -0.71
H 3.767 -2.185 -3.411 -0.2 0.4 -0.2 0.50
C 4.009 -0.072 -3.822 -0.1 0.2 0.0 -0.81
H 5.031 -0.031 -3.448 -0.2 0.0 -0.1 0.44
C 3.386 1.098 -4.267 -0.1 -0.2 -0.2 -0.68
H 3.891 2.063 -4.223 0.0 -0.3 0.0 0.45
C 2.083 1.047 -4.770 -0.1 -0.6 0.4 -0.69
H 1.574 1.972 -5.030 0.2 0.0 -0.2 0.40
C -1.352 -1.373 -4.540 -0.6 -0.2 0.2 0.04
C -0.848 -1.928 -3.339 0.2 -0.1 0.0 1.81
H 0.045 -1.498 -2.858 -0.4 -0.1 -0.4 -0.47
C -1.360 -3.103 -2.780 -0.4 0.1 -0.2 -1.40
H -0.808 -3.599 -1.967 -0.4 0.2 -0.2 0.54
C -2.530 -3.671 -3.311 0.1 0.3 -0.1 -0.55
H -2.973 -4.548 -2.831 0.1 0.2 -0.3 0.50
C -3.100 -3.100 -4.462 0.1 -0.4 0.3 -0.81
H -3.990 -3.563 -4.903 0.4 0.3 0.2 0.43
C -2.491 -2.010 -5.084 0.2 0.2 0.0 -0.04
H -2.880 -1.665 -6.051 0.1 -0.1 0.4 0.35
H -1.038 1.340 -5.061 -0.1 0.8 0.0 -0.17
Cl -0.100 1.199 -2.223 0.0 0.3 0.2 -0.28
O -2.110 -1.156 -0.366 -0.7 -0.4 0.4 -0.25
C -3.102 -0.654 0.574 0.2 -0.1 0.0 -0.41
C -2.717 0.759 0.935 0.2 0.6 0.2 0.65
C -3.662 1.632 1.475 0.4 -0.2 0.0 -0.98
C -3.254 2.931 1.789 0.0 -0.2 0.0 -0.22
C -1.921 3.322 1.598 0.3 -0.8 -0.2 -0.93
C -1.022 2.382 1.083 -1.3 -0.4 0.2 -0.03
N -1.434 1.126 0.751 -0.1 0.5 0.4 0.19
H -2.374 -2.016 -0.750 0.1 0.4 0.0 0.18
H -3.105 -1.287 1.473 0.0 0.1 -0.2 0.38
H -4.107 -0.675 0.132 0.4 0.0 -0.1 0.44
H -4.667 1.232 1.654 0.3 0.6 -0.1 0.44
H -3.975 3.632 2.199 0.1 -0.1 -0.1 0.41
H -1.553 4.308 1.868 -0.2 -0.2 -0.1 0.42
H 0.028 2.604 0.927 -0.2 0.0 -0.1 0.42
```
Forces are in eV/Å.

No. 2
# C5H11NO2

C5H11NO2 in the gas phase (ωB97M-V/def2-TZVPD, the Open Molecules 2025 dataset).

Its gap between HOMO and LUMO is 9.2 eV. The LUMO energy comes out at 0.8 eV. The energy relative to the best compared isomer or geometry (same formula, charge and spin) comes out at 475.5 kJ/mol. As for the SMILES: C[C@@H]1OC(C)(C)N1O.

```
19
Properties=species:S:1:pos:R:3:forces:R:3:nbo_charge:R:1
C 2.461 0.542 -0.059 -0.4 0.2 -0.1 -0.65
C 1.022 0.712 -0.504 0.1 -1.4 -0.8 0.25
O 0.199 1.301 0.432 -2.7 -1.2 0.3 -0.63
C -0.900 -0.024 0.017 0.8 2.4 1.7 0.50
C -1.980 0.510 -0.883 0.3 0.0 0.2 -0.65
C -1.367 -0.692 1.277 0.5 0.2 0.1 -0.67
N 0.195 -0.567 -0.688 2.8 0.6 -1.2 -0.19
O 0.661 -1.744 -0.092 -1.9 -2.8 0.2 -0.70
H 2.867 1.540 0.105 0.0 0.1 0.0 0.23
H 3.060 0.060 -0.830 0.0 -0.1 0.1 0.22
H 2.509 0.017 0.893 0.0 -0.2 0.0 0.21
H 0.980 1.216 -1.483 0.1 0.0 0.1 0.15
H -2.572 1.240 -0.336 -0.1 0.0 -0.1 0.23
H -2.611 -0.331 -1.178 0.0 0.0 0.0 0.23
H -1.556 0.949 -1.781 0.0 0.1 0.0 0.23
H -0.535 -0.737 1.979 -0.1 -0.1 -0.1 0.24
H -2.171 -0.118 1.729 -0.1 0.0 -0.1 0.22
H -1.689 -1.712 1.072 -0.1 0.0 -0.1 0.24
H 1.426 -2.162 0.330 0.7 2.2 -0.2 0.52
```
Forces are in eV/Å.

No. 3
# C15H18N4O8P2Se4V

C15H18N4O8P2Se4V as an isolated structure (ωB97M-V/def2-TZVPD, the Open Molecules 2025 dataset).

The charge is -2. Its gap between HOMO and LUMO (spin up / spin down) is 5.0 / 5.0 eV. Its spin multiplicity is 2. The LUMO energy (spin up / spin down) comes out at 4.5 / 4.5 eV.

```
52
Properties=species:S:1:pos:R:3:forces:R:3:mulliken_spin:R:1
V 0.316 0.202 -0.141 1.2 -1.0 -1.3 0.94
O -1.384 3.166 3.815 0.1 0.1 -0.1 0.00
C -0.051 3.222 4.013 -0.1 -0.1 -0.2 0.00
C 0.425 3.916 5.121 0.1 0.1 0.2 0.00
C 1.787 4.003 5.369 -0.1 0.0 -0.1 0.01
C 2.692 3.388 4.514 0.1 0.0 0.0 0.00
C 2.225 2.692 3.412 -0.1 -0.1 0.0 0.01
C 0.862 2.603 3.137 0.2 0.0 0.4 0.01
C 0.416 1.846 1.961 -0.6 -0.1 -0.8 0.01
O 1.231 1.117 1.285 0.3 0.9 1.4 -0.02
N -0.847 2.014 1.582 0.2 0.8 0.5 -0.05
N -1.037 1.346 0.415 -0.5 -0.5 -0.3 0.01
C -2.127 1.456 -0.341 -0.5 0.3 0.1 0.06
C -2.137 0.605 -1.461 0.0 0.0 0.2 0.00
C -3.166 0.564 -2.423 0.0 -0.2 -0.2 0.05
C -3.059 -0.298 -3.482 -0.1 0.2 0.1 -0.04
C -1.936 -1.134 -3.583 0.3 0.0 0.3 0.06
C -0.969 -1.060 -2.598 -0.3 -0.4 -0.8 -0.04
N -1.038 -0.214 -1.576 -0.9 0.5 0.1 0.02
H -1.505 2.804 2.882 0.0 -0.1 0.1 0.00
H -0.293 4.395 5.776 0.0 0.0 0.0 0.00
H 2.139 4.562 6.229 0.0 0.0 0.0 0.00
H 3.756 3.454 4.705 0.0 0.0 0.0 0.00
H 2.902 2.190 2.733 0.0 0.0 0.0 0.00
H -2.946 2.115 -0.086 0.0 0.0 0.0 0.00
H -4.023 1.214 -2.302 0.0 0.0 0.0 0.00
H -3.838 -0.339 -4.236 0.0 0.0 0.0 0.00
H -1.814 -1.824 -4.407 0.0 0.0 0.0 0.00
H -0.094 -1.697 -2.635 0.1 0.1 0.1 -0.01
Se 0.977 2.060 -1.692 0.1 0.4 -0.3 -0.01
Se 3.070 1.567 -2.560 0.3 -0.5 -0.1 0.00
Se 2.844 -0.782 -2.904 0.1 0.5 -0.1 0.00
Se 2.183 -1.463 -0.783 0.3 -0.3 -0.1 0.01
N -2.643 -0.601 3.804 -0.1 0.5 -0.6 0.00
C -2.378 -1.780 2.894 0.2 0.1 -0.6 0.00
C -2.527 -3.095 3.639 0.1 0.0 0.3 0.00
P -0.576 -1.503 2.367 0.0 -0.8 0.8 0.00
O 0.071 -2.929 2.838 0.2 0.1 -0.5 0.00
O -0.132 -0.443 3.319 -0.1 0.1 0.0 0.00
O -0.323 -1.425 0.892 -0.2 -0.1 0.6 -0.01
P -3.696 -1.587 1.545 -0.7 0.2 0.4 0.00
O -4.872 -2.585 2.167 0.1 0.0 -0.3 0.00
O -4.174 -0.186 1.823 0.1 0.0 0.0 0.00
O -3.356 -2.116 0.216 0.3 -0.2 -0.1 0.00
H -3.049 -0.861 4.695 0.0 -0.1 0.0 0.00
H -3.329 -0.013 3.205 0.2 -0.3 0.3 0.00
H -1.711 -0.118 3.904 -0.1 -0.2 0.1 0.00
H -1.806 -3.161 4.457 0.0 -0.1 0.0 0.00
H -2.333 -3.922 2.958 0.0 0.0 0.0 0.00
H -3.543 -3.201 4.021 0.0 0.0 0.0 0.00
H 0.760 -3.134 2.184 -0.2 -0.1 0.1 0.00
H -4.909 -3.337 1.558 0.0 0.2 0.1 0.00
```
Forces are in eV/Å.

No. 4
# H10O4S

A 5-piece molecular cluster, H10O4S overall (ωB97M-V/def2-TZVPD, the Open Molecules 2025 dataset).

Its gap between HOMO and LUMO is 10.4 eV. The LUMO energy comes out at 0.0 eV. The energy relative to the best compared isomer or geometry (same formula, charge and spin) comes out at 132.5 kJ/mol. As for the SMILES: O.O.O.O.S.

```
15
Properties=species:S:1:pos:R:3:forces:R:3:nbo_charge:R:1
O 0.335 2.061 0.478 0.5 0.2 -0.3 -0.92
H 0.519 1.238 0.922 0.2 -0.3 0.3 0.45
H -0.600 2.178 0.594 -0.6 0.2 0.0 0.47
O 2.056 -1.317 -1.372 -1.0 2.3 2.6 -0.94
H 1.332 -0.796 -0.836 1.8 -1.5 -1.9 0.46
H 2.858 -0.905 -0.949 -0.9 -0.7 -0.9 0.47
O -2.527 -0.410 -1.541 -0.5 0.8 -0.9 -0.92
H -2.976 0.356 -1.170 0.0 0.1 -0.2 0.47
H -2.277 -0.888 -0.777 0.5 -1.0 1.1 0.46
O 0.137 0.588 -3.151 1.7 -2.1 1.2 -0.94
H -0.546 0.847 -3.719 -1.7 0.6 -1.3 0.46
H 0.145 -0.404 -3.210 0.1 1.5 0.1 0.47
S 0.138 -0.419 3.036 -0.4 -0.7 -0.9 -0.30
H -0.631 -1.424 3.515 0.2 0.3 -0.1 0.16
H -0.047 -0.879 1.742 0.2 0.3 1.0 0.14
```
Forces are in eV/Å.

Short version: electronic energy = -89356.951 -10944.338 -343848.714 -19186.655 eV, in the order given.